The following is a DFT calculation (wB97M-V/def2-TZVPD) of a cluster of 10 separate species, C40H110N10O10 in total in a non-equilibrium geometry.

Output
- LUMO (eV) = 0.2706
- gap between HOMO and LUMO (eV) = 9.38
- SMILES string = COC[C@H](C)N.COC[C@H](C)N.COC[C@H](C)N.COC[C@H](C)N.COC[C@H](C)N.COC[C@H](C)N.COC[C@H](C)N.COC[C@H](C)N.COC[C@H](C)N.COC[C@H](C)N
- HOMO energy (hartree) = -0.335
- calculated total energy (eV) = -78630.335
- F_max (eV/A) = 2.915

```
170
C40H110N10O10 | OMol25 | wB97M-V/def2-TZVPD
C -2.437 -0.471 1.545
C -0.988 0.026 1.304
C -1.010 1.090 0.168
O -0.866 0.326 -1.052
C -0.185 1.081 -1.998
N -0.533 0.653 2.558
H -2.854 -0.905 0.636
H -3.180 0.215 1.952
H -2.353 -1.256 2.297
H -0.310 -0.742 0.931
H -0.130 1.710 0.339
H -1.961 1.617 0.238
H -0.090 0.411 -2.852
H 0.816 1.313 -1.634
H -0.732 1.958 -2.346
H 0.318 1.197 2.549
H -1.155 1.358 2.926
C -7.418 -3.312 7.294
C -8.657 -3.088 8.134
C -8.992 -4.326 9.058
O -9.154 -5.512 8.235
C -9.648 -6.628 8.930
N -8.665 -1.805 8.814
H -7.081 -2.394 6.813
H -7.557 -4.173 6.640
H -6.492 -3.516 7.831
H -9.425 -3.021 7.362
H -9.997 -4.165 9.446
H -8.265 -4.371 9.869
H -9.816 -7.452 8.237
H -10.626 -6.527 9.401
H -8.947 -6.812 9.744
H -9.020 -1.947 9.748
H -7.707 -1.633 9.084
C 2.629 7.171 -13.225
C 3.480 6.341 -12.172
C 2.559 5.415 -11.334
O 3.311 4.755 -10.322
C 2.467 4.013 -9.469
N 4.461 5.603 -12.892
H 3.087 8.043 -13.691
H 1.692 7.479 -12.760
H 2.195 6.592 -14.040
H 4.061 6.944 -11.474
H 2.096 4.619 -11.918
H 1.721 5.983 -10.931
H 1.869 3.241 -9.954
H 1.783 4.649 -8.909
H 3.130 3.560 -8.732
H 4.017 4.953 -13.525
H 4.930 4.973 -12.257
C 11.767 3.337 2.396
C 11.206 2.096 1.734
C 10.051 2.458 0.745
O 9.346 1.320 0.324
C 8.199 1.654 -0.448
N 12.229 1.307 0.983
H 11.971 4.066 1.611
H 12.608 3.193 3.074
H 11.002 3.728 3.066
H 10.749 1.486 2.513
H 10.465 3.009 -0.099
H 9.310 3.103 1.218
H 7.707 2.600 -0.218
H 7.390 0.950 -0.253
H 8.395 1.520 -1.511
H 11.639 0.651 0.491
H 12.674 1.855 0.261
C -6.571 -1.406 -4.340
C -6.115 -2.253 -5.519
C -4.707 -2.936 -5.388
O -4.227 -3.261 -6.681
C -2.947 -3.838 -6.639
N -7.168 -3.204 -5.848
H -5.889 -0.559 -4.409
H -6.361 -1.949 -3.418
H -7.567 -1.021 -4.561
H -6.127 -1.585 -6.380
H -4.780 -3.767 -4.685
H -4.085 -2.136 -4.987
H -2.596 -3.980 -7.661
H -2.855 -4.792 -6.120
H -2.203 -3.129 -6.275
H -6.643 -3.927 -6.320
H -7.466 -3.708 -5.025
C 3.987 -8.999 0.608
C 2.660 -8.904 -0.221
C 1.838 -7.671 0.192
O 0.716 -7.481 -0.723
C 0.111 -6.181 -0.576
N 3.044 -8.802 -1.588
H 3.845 -9.283 1.650
H 4.584 -8.087 0.590
H 4.684 -9.651 0.080
H 2.119 -9.821 0.016
H 2.464 -6.784 0.092
H 1.482 -7.788 1.215
H -0.268 -5.980 0.426
H -0.705 -6.003 -1.276
H 0.845 -5.425 -0.857
H 3.311 -9.714 -1.929
H 2.170 -8.758 -2.091
C -1.395 3.420 9.385
C -2.615 4.329 9.107
C -3.472 3.745 7.920
O -2.823 3.757 6.682
C -2.859 4.986 5.981
N -3.345 4.444 10.371
H -0.681 3.961 10.006
H -0.872 3.095 8.485
H -1.736 2.542 9.935
H -2.266 5.349 8.944
H -4.469 4.188 7.933
H -3.694 2.717 8.206
H -2.436 4.747 5.006
H -2.290 5.736 6.531
H -3.863 5.409 5.930
H -4.020 5.195 10.384
H -2.683 4.795 11.048
C 2.942 6.231 -0.328
C 2.929 6.483 1.164
C 3.813 5.571 1.952
O 3.306 4.241 1.973
C 3.971 3.402 2.854
N 3.360 7.899 1.468
H 2.155 6.749 -0.877
H 2.880 5.160 -0.524
H 3.889 6.541 -0.769
H 1.906 6.301 1.493
H 3.713 5.914 2.982
H 4.849 5.693 1.635
H 3.830 2.343 2.640
H 3.622 3.643 3.858
H 5.046 3.535 2.973
H 2.631 8.496 1.105
H 4.160 8.282 0.984
C 1.433 -4.763 6.937
C 1.115 -3.748 8.035
C 1.668 -4.185 9.444
O 0.963 -5.269 9.935
C 1.638 -5.858 11.056
N 1.796 -2.550 7.581
H 0.674 -4.610 6.170
H 1.244 -5.772 7.303
H 2.396 -4.709 6.429
H 0.057 -3.496 8.102
H 1.550 -3.326 10.104
H 2.722 -4.447 9.345
H 1.263 -6.881 11.083
H 1.503 -5.379 12.026
H 2.702 -5.897 10.820
H 1.414 -2.332 6.672
H 1.597 -1.719 8.120
C -3.552 2.693 -9.513
C -3.096 2.017 -10.848
C -2.752 0.483 -10.833
O -2.268 0.090 -12.132
C -1.540 -1.120 -12.108
N -4.009 2.258 -11.958
H -2.837 2.783 -8.696
H -4.438 2.146 -9.190
H -3.777 3.750 -9.654
H -2.177 2.496 -11.186
H -3.669 -0.043 -10.567
H -2.036 0.267 -10.041
H -1.207 -1.323 -13.126
H -2.104 -1.942 -11.667
H -0.653 -0.852 -11.534
H -3.859 1.639 -12.741
H -4.906 1.918 -11.643
```